Computed, not measured: a molecular structure, C33H50N5OP2S6V, with ωB97M-V/def2-TZVPD.

Calculated values
* 2S+1: 4
* DFT total energy: -5652.4883 hartree
* net charge: -1
* HOMO-LUMO gap (alpha / beta): 4.7 / 4.9 eV
* relative energy (zero: lowest compared OMol25 entry of this formula, charge and spin): 42.0 kJ/mol
* HOMO level (alpha / beta): -2.94 / -3.16 eV

The geometry in XYZ format:
```
98
C33H50N5OP2S6V (ωB97M-V/def2-TZVPD)
V 0.24135 0.69196 0.94205
C -2.66755 3.76890 1.84260
C -2.98574 2.96332 0.58095
C -2.45174 3.63326 -0.68561
P -2.34612 1.23479 0.80895
C -3.46614 0.50453 2.10556
C -4.94006 0.90458 2.10626
C -3.33024 -1.01306 2.03661
C -2.78165 0.39686 -0.73271
C -4.04914 0.51562 -1.30628
C -4.42652 -0.17283 -2.44843
C -5.79933 -0.01952 -3.05703
C -3.47447 -1.03229 -2.99431
C -2.20685 -1.15673 -2.46164
C -1.78707 -0.40770 -1.33327
N -0.55217 -0.51102 -0.75728
C 0.44569 -1.25521 -1.34794
C 0.75289 -1.26765 -2.72416
C 1.74787 -2.08112 -3.23309
C 2.51116 -2.91260 -2.40913
C 3.57120 -3.82377 -2.98090
C 2.26796 -2.85016 -1.03817
C 1.26026 -2.04450 -0.50418
P 0.87808 -1.81542 1.25968
C 2.43092 -2.34615 2.14130
C 2.73293 -3.84063 2.26647
C 2.48183 -1.67083 3.51795
C -0.51317 -3.01086 1.56931
C -0.38077 -4.43412 1.02031
C -0.91774 -2.99128 3.04518
H -3.00618 4.80387 1.73089
H -3.14796 3.34799 2.72580
H -1.59248 3.79144 2.02018
H -4.06953 2.88121 0.46676
H -1.37929 3.76568 -0.60795
H -2.66977 3.04042 -1.57448
H -2.91800 4.62017 -0.79418
H -3.00791 0.84676 3.03786
H -5.44919 0.53251 1.21183
H -5.43527 0.45664 2.97388
H -5.08525 1.97609 2.16770
H -3.78320 -1.39917 1.11785
H -2.27923 -1.30991 2.04939
H -3.82663 -1.48356 2.89081
H -4.77154 1.18143 -0.84303
H -6.33839 0.80911 -2.59513
H -5.74093 0.18160 -4.12951
H -6.40640 -0.91994 -2.92845
H -3.73171 -1.62881 -3.86552
H -1.52322 -1.86090 -2.92394
H 0.18290 -0.62107 -3.38419
H 1.93479 -2.07810 -4.30344
H 3.20377 -4.36267 -3.85647
H 4.46069 -3.27614 -3.31572
H 3.89444 -4.56294 -2.24724
H 2.86907 -3.46895 -0.37860
H 3.21222 -1.88935 1.52544
H 2.06957 -4.30667 2.99621
H 2.62766 -4.38491 1.33038
H 3.75621 -3.97835 2.62997
H 1.67365 -2.02757 4.16174
H 3.42850 -1.90261 4.01675
H 2.37048 -0.58696 3.43851
H -1.30571 -2.52166 0.99480
H 0.24848 -5.05447 1.65179
H -1.36833 -4.90511 0.98270
H 0.02955 -4.43751 0.00831
H -0.18826 -3.52407 3.65795
H -0.99687 -1.97069 3.42664
H -1.88436 -3.48400 3.18148
S 0.94918 6.57380 5.79765
C 0.91131 5.31382 4.71867
S 1.15173 5.47752 3.02304
C 0.93541 3.79573 2.54841
C 0.66799 2.95988 3.56306
S 0.41918 1.26074 3.38452
S 0.59070 3.68270 5.16310
S 1.07198 3.34409 0.89597
C 2.26840 2.06135 -3.85793
S 0.81564 2.87679 -3.16649
C 1.76820 4.13401 -2.31438
O 0.28291 1.94759 -2.14728
H 2.77401 2.71877 -4.56486
H 1.91018 1.16224 -4.36437
H 2.93090 1.78903 -3.03082
H 2.47218 4.59524 -3.00865
H 2.28657 3.66338 -1.47376
H 1.07384 4.87359 -1.91834
N 4.65802 -0.77272 -1.50065
C 5.09573 0.49950 -1.41611
N 6.26443 0.80401 -2.04408
N 4.48129 1.45883 -0.78010
C 3.31815 1.15749 -0.22190
N 2.30742 0.95198 0.27653
H 5.01787 -1.35718 -2.23675
H 3.69490 -0.97563 -1.23358
H 6.92908 0.06202 -2.18953
H 6.65077 1.69625 -1.77820
```

Mulliken population analysis, charges in e, atoms 1 to 5: number 1, V, carries 0.71; number 2, C, carries -1.31; number 3, C, carries 0.66; number 4, C, carries -1.53; number 5, P, carries 1.36


Computed, not measured: 3 unconnected molecules or ions with the total composition C33H51BBr2N2O7P, with ωB97M-V/def2-TZVPD.

Calculated values
* DFT total energy: -7438.3360 hartree
* net charge: -1
* HOMO-LUMO gap: 3.8 eV
* relative energy (zero: lowest compared OMol25 entry of this formula, charge and spin): 60.1 kJ/mol
* HOMO level: -3.47 eV

The geometry in XYZ format:
```
97
C33H51BBr2N2O7P (ωB97M-V/def2-TZVPD)
C 10.32815 -1.40576 2.06659
C 8.85026 -1.03212 2.02207
P 8.37129 0.09567 0.60223
C 9.66184 -0.21295 -0.69291
C 9.58842 -1.51744 -1.48861
B 6.69980 -0.63177 -0.20882
O 5.56373 -0.74708 0.74643
C 4.45856 -0.51460 -0.08535
C 3.13055 -0.41118 0.65708
C 2.14911 -1.48830 0.18092
C 1.21671 -1.03227 -0.93555
C 0.11731 -0.05418 -0.53388
C -1.03221 -0.69895 0.23753
C -1.87986 -1.65760 -0.61637
C -3.23589 -1.07669 -1.01408
C -4.23832 -1.03994 0.13063
C -5.67829 -0.77762 -0.32792
C -6.74417 -1.32352 0.63188
C -7.38186 -0.24932 1.49404
O -7.91739 0.78946 0.69096
C -9.24532 1.12917 1.00800
C 4.89004 0.67109 -0.96411
C 4.69043 2.03294 -0.37154
Br 5.44415 2.34308 1.33308
C 4.01187 3.03246 -0.92425
C 3.75746 4.40520 -0.40484
Br 3.18446 2.79984 -2.62950
O 6.23181 0.35176 -1.24747
H 10.95492 -0.51570 2.00494
H 10.57628 -1.90677 3.00597
H 10.60081 -2.08758 1.26221
H 8.23509 -1.93374 2.02624
H 8.63244 -0.45394 2.91862
H 10.64482 -0.14868 -0.22476
H 9.60612 0.63116 -1.38111
H 8.67157 -1.55859 -2.07250
H 9.60060 -2.38455 -0.82730
H 10.42472 -1.61001 -2.18909
H 6.90820 -1.75735 -0.70511
H 4.43932 -1.35238 -0.80349
H 3.32595 -0.53002 1.72212
H 2.70169 0.58672 0.54096
H 2.76506 -2.28844 -0.23519
H 1.58778 -1.93325 1.00438
H 1.80528 -0.63069 -1.76062
H 0.74424 -1.92928 -1.34179
H 0.54044 0.77138 0.04267
H -0.29063 0.40444 -1.44011
H -1.68590 0.08321 0.62771
H -0.62412 -1.23789 1.09344
H -2.08332 -2.56055 -0.03478
H -1.33856 -1.98483 -1.50254
H -3.65433 -1.69842 -1.81038
H -3.11181 -0.07305 -1.42993
H -4.20459 -1.97303 0.69794
H -3.96249 -0.24984 0.83368
H -5.82608 -1.18670 -1.32744
H -5.84038 0.29647 -0.41754
H -6.30134 -2.05004 1.31776
H -7.53160 -1.85236 0.09300
H -8.16358 -0.68505 2.12224
H -6.63144 0.16896 2.17377
H -9.34254 1.46352 2.04383
H -9.92926 0.29973 0.81264
H -9.52862 1.95354 0.35610
H 4.33442 0.60641 -1.90134
H 4.27110 4.56330 0.53845
H 4.10935 5.14204 -1.12565
H 2.68904 4.55757 -0.25351
C -12.07092 6.84616 1.20773
C -11.17387 5.80391 1.01565
C -11.49835 4.52245 1.43027
C -12.72511 4.31346 2.03085
C -13.63253 5.33492 2.23667
C -13.29581 6.61220 1.81902
N -13.08011 2.94920 2.46356
O -12.25928 2.07446 2.28577
O -14.16946 2.78469 2.97037
H -11.81437 7.84451 0.87979
H -10.21957 5.98675 0.54195
H -10.81188 3.70143 1.29139
H -14.58012 5.13417 2.71249
H -13.99199 7.42530 1.97043
C 6.78582 -4.78901 -1.48035
C 5.62883 -5.55865 -1.52691
C 4.43651 -4.99535 -1.94769
C 4.43581 -3.66559 -2.32647
C 5.57129 -2.87843 -2.28385
C 6.75553 -3.45251 -1.85109
N 3.17225 -3.04980 -2.76086
O 2.14839 -3.70401 -2.67625
O 3.21167 -1.89314 -3.12155
H 7.71324 -5.23148 -1.14128
H 5.65333 -6.59739 -1.22644
H 3.52444 -5.57178 -1.97877
H 5.52595 -1.83397 -2.55446
H 7.64911 -2.84765 -1.79066
```

Mulliken population analysis, charges in e, atoms 1 to 5: number 1, C, carries -1.31; number 2, C, carries -0.41; number 3, P, carries -0.42; number 4, C, carries -0.77; number 5, C, carries -1.09


Computed, not measured: a molecular structure, C33H51BrNP3Re, with ωB97M-V/def2-TZVPD.

Calculated values
* 2S+1: 4
* DFT total energy: -5017.4422 hartree
* net charge: +4
* HOMO-LUMO gap (alpha / beta): 5.7 / 2.9 eV
* HOMO level (alpha / beta): -18.75 / -18.74 eV

The geometry in XYZ format:
```
90
C33H51BrNP3Re (ωB97M-V/def2-TZVPD)
N -5.14403 1.67296 -3.17252
C -5.07922 2.17213 -1.93992
C -3.92463 2.07874 -1.13045
C -2.76673 1.52084 -1.70573
C -2.86908 0.89826 -2.95679
C -4.08228 1.04149 -3.66807
C -1.45849 1.75506 -1.01142
Re -0.17245 0.36992 -0.34896
P 1.99740 -0.08906 -0.34635
C -0.21536 1.68529 -1.85234
C 0.75051 2.84127 -1.78068
C 1.91081 2.83511 -2.58718
C 3.03608 3.53083 -2.16520
C 2.95133 4.23240 -0.95134
C 1.71174 4.53175 -0.35958
C 0.58232 3.87922 -0.86105
Br 4.49144 4.88886 -0.18164
H -1.57762 2.57234 -0.29265
H -0.32211 1.30966 -2.87192
H -3.93708 2.56913 -0.15106
H -2.02941 0.42139 -3.44353
H -5.96311 2.70361 -1.56788
H -4.14899 0.66089 -4.68138
H 1.91174 2.28617 -3.52479
H -0.39839 4.12727 -0.46671
H 3.95337 3.54875 -2.75149
H 1.63871 5.23723 0.46779
P -1.06470 -1.76958 -0.62214
C 3.27524 1.08694 0.29481
C 4.64796 0.93187 -0.34787
H 3.34992 0.95712 1.38101
H 2.84309 2.08314 0.10841
H 5.27214 1.81449 -0.16644
H 5.16617 0.05803 0.07578
H 4.58187 0.81245 -1.43253
C 2.63111 -0.42183 -2.08724
C 3.78331 -1.40524 -2.23870
H 2.88328 0.56689 -2.49959
H 1.75418 -0.78113 -2.64580
H 3.84057 -1.74135 -3.28209
H 4.76251 -0.98363 -2.01171
H 3.63622 -2.28148 -1.60444
C 1.82858 -1.05255 1.28045
C 2.83742 -2.08616 1.81652
H 0.80711 -1.48216 1.21743
H 1.78302 -0.25093 2.04555
H 2.32321 -2.79073 2.48718
H 3.33645 -2.66317 1.02558
H 3.60974 -1.60219 2.43564
C -1.13030 -2.93242 0.86061
C -1.63751 -4.33061 0.50779
H -1.78222 -2.46953 1.61641
H -0.14320 -3.02072 1.33362
H -2.67913 -4.31193 0.16215
H -1.01729 -4.81703 -0.25311
H -1.59100 -4.95276 1.41109
C -0.11168 -2.78493 -1.86283
C -0.37063 -2.39768 -3.32143
H -0.36070 -3.84434 -1.71048
H 0.96114 -2.68586 -1.62849
H -1.35694 -2.74346 -3.66179
H -0.30539 -1.31429 -3.48295
H 0.38766 -2.86661 -3.96398
C -2.77061 -2.00274 -1.30235
C -3.94180 -1.62681 -0.38404
H -2.86132 -3.06003 -1.60812
H -2.82955 -1.41360 -2.22941
H -4.85323 -2.10580 -0.77722
H -3.79667 -1.97608 0.65386
H -4.12736 -0.54099 -0.39246
C -2.68813 0.75996 2.01739
P -0.87410 0.84080 1.83747
C -0.49342 2.58059 2.27700
C -0.35758 -0.05144 3.38474
C 0.78284 0.40406 4.07476
C 1.25644 -0.29504 5.19025
C 0.59452 -1.44785 5.63134
C -0.55506 -1.88416 4.96646
C -1.03433 -1.18767 3.85255
H -3.09788 1.74329 1.76165
H -2.95213 0.53093 3.05931
H -3.12742 0.00565 1.35126
H -0.55747 2.73850 3.36381
H 0.51947 2.84544 1.94307
H -1.21684 3.23382 1.77461
H 1.30383 1.29975 3.73322
H 2.14626 0.06911 5.69786
H 0.95777 -1.97158 6.50941
H -1.07018 -2.77914 5.30507
H -1.95371 -1.51709 3.37493
```

Mulliken population analysis, charges in e, atoms 1 to 5: number 1, N, carries -0.48; number 2, C, carries -0.63; number 3, C, carries -0.43; number 4, C, carries 0.97; number 5, C, carries -0.05


> Which value of DFT total energy does entry 3 give?

-5017.4422 hartree


> Number 2 is which compound?

C33H51BBr2N2O7P